(1)
Formula: C26H47Br2N3O2RuSSi3
Source: the OMol25 dataset
Level of theory: ωB97M-V/def2-TZVPD

Structure (ORCA input):
```
! wB97M-V def2-TZVPD RIJCOSX def2/J DEFGRID3
* xyz 2 5
Ru -1.299 1.288 -1.091
C -4.240 -0.376 -1.663
O -2.955 -0.374 -1.007
Si -2.614 -1.511 0.203
C -3.538 -0.884 1.686
C -3.190 -3.205 -0.273
C -0.761 -1.393 0.069
Si -0.391 0.594 2.829
C -1.791 1.820 2.785
C -0.526 -1.017 3.728
C 1.190 1.470 3.262
Si 0.022 -2.187 -1.485
C 0.241 -4.011 -1.155
C 1.662 -1.373 -1.904
C -1.030 -1.844 -2.996
H -4.592 -1.404 -1.760
H -4.137 0.060 -2.649
H -4.959 0.206 -1.088
H -4.576 -1.203 1.559
H -3.533 0.207 1.697
H -3.216 -1.251 2.658
H -4.274 -3.282 -0.173
H -2.751 -3.960 0.382
H -2.930 -3.460 -1.301
H -2.719 1.449 3.219
H -1.984 2.104 1.748
H -1.511 2.723 3.329
H -1.452 -1.555 3.538
H -0.451 -0.848 4.805
H 0.307 -1.659 3.434
H 1.298 2.394 2.688
H 2.061 0.839 3.096
H 1.186 1.743 4.320
H 0.600 -4.200 -0.140
H 0.963 -4.439 -1.853
H -0.692 -4.560 -1.273
H 2.343 -1.244 -1.065
H 1.485 -0.389 -2.346
H 2.176 -1.976 -2.656
H -2.019 -2.301 -2.974
H -0.510 -2.203 -3.887
H -1.172 -0.764 -3.121
O 3.573 4.946 -2.801
C 2.544 4.237 -2.341
C 2.639 2.944 -1.826
C 1.489 2.322 -1.412
N 0.249 2.858 -1.462
C 0.192 4.123 -1.923
Br -1.411 5.092 -1.903
C 1.291 4.831 -2.366
H 4.405 4.458 -2.753
H 3.589 2.428 -1.773
H 1.546 1.308 -1.042
H 1.181 5.842 -2.727
Br -6.762 4.135 -3.435
C -5.133 3.350 -2.901
C -4.802 3.321 -1.554
C -3.588 2.758 -1.185
C -2.727 2.211 -2.134
C -3.074 2.251 -3.476
C -4.278 2.828 -3.862
H -5.470 3.749 -0.819
H -3.294 2.790 -0.134
H -2.415 1.848 -4.237
H -4.554 2.873 -4.907
C 5.510 0.280 3.215
C 5.317 -0.391 1.868
N 3.914 -0.220 1.388
C 2.952 -1.076 1.309
S 0.057 0.027 0.673
N 2.806 -2.343 1.501
C 3.820 -3.368 1.889
C 3.152 -4.727 1.920
H 6.548 0.174 3.526
H 4.876 -0.173 3.977
H 5.284 1.346 3.164
H 5.539 -1.451 1.915
H 5.958 0.048 1.105
H 3.646 0.741 1.210
H 1.876 -2.703 1.315
H 4.220 -3.107 2.869
H 4.626 -3.349 1.157
H 2.331 -4.749 2.638
H 3.880 -5.478 2.224
H 2.777 -5.005 0.935
*
```

The HOMO energy (spin up / spin down) is -12.428 / -12.382 eV. Its expectation value of S² is 6.0266. Its orbital gap (spin up / spin down) is 7.75 / 4.84 eV. For the electronic energy, the calculation gives -213410.943 eV.


(2)
Formula: C28H30N2O8S2Zr
Source: the OMol25 dataset
Level of theory: ωB97M-V/def2-TZVPD

Structure (ORCA input):
```
! wB97M-V def2-TZVPD RIJCOSX def2/J DEFGRID3
* xyz -2 1
Zr -0.648 0.351 0.838
O -4.704 1.850 0.578
C -3.866 0.979 0.774
O -2.635 1.172 1.080
C -4.287 -0.484 0.549
C -3.817 -0.868 -0.865
C -4.487 -2.174 -1.321
C -3.682 -3.226 -0.518
C -2.761 -2.322 0.310
O -2.461 -1.273 -0.635
C -3.574 -1.590 1.385
C -2.740 -1.031 2.553
O -3.339 -0.687 3.558
O -1.462 -0.997 2.361
H -5.372 -0.524 0.635
H -3.838 -0.053 -1.585
H -4.373 -2.317 -2.396
H -5.552 -2.176 -1.086
H -3.090 -3.862 -1.177
H -4.305 -3.864 0.109
H -1.837 -2.771 0.662
H -4.316 -2.253 1.833
C 2.406 5.124 -2.570
O 2.706 3.992 -3.362
C 2.105 2.817 -3.000
C 2.668 1.656 -3.560
C 2.148 0.440 -3.194
C 1.089 0.321 -2.279
C 0.696 -0.974 -1.770
C 0.726 -2.193 -2.651
O 0.271 -1.128 -0.617
C 0.446 1.508 -1.789
O -0.639 1.480 -1.110
C 1.022 2.753 -2.160
H 3.157 5.875 -2.811
H 2.452 4.886 -1.505
H 1.413 5.523 -2.799
H 3.519 1.743 -4.220
H 2.615 -0.458 -3.578
H 1.611 -2.238 -3.281
H -0.152 -2.139 -3.300
H 0.675 -3.084 -2.030
H 0.556 3.633 -1.739
S 1.869 -1.330 4.488
C 2.052 -2.022 2.975
N 2.512 -1.496 1.859
C 2.703 -2.431 0.879
C 3.341 -2.180 -0.340
C 3.523 -3.211 -1.250
C 3.060 -4.498 -0.979
C 2.425 -4.768 0.230
C 2.265 -3.748 1.156
S 1.627 -3.777 2.768
H 3.687 -1.174 -0.545
H 4.030 -3.011 -2.189
H 3.200 -5.292 -1.704
H 2.078 -5.770 0.453
C -0.160 2.451 3.807
C 0.503 2.758 2.455
C 1.970 3.136 2.698
C -0.231 3.931 1.787
N 0.416 1.597 1.618
H -0.200 3.344 4.443
H 0.399 1.666 4.319
H -1.178 2.087 3.649
H 2.053 3.976 3.397
H 2.448 3.414 1.754
H 2.501 2.275 3.108
H -0.305 4.788 2.467
H -1.236 3.622 1.494
H 0.307 4.247 0.888
*
```

The HOMO energy is -1.518 eV. Its orbital gap is 5.80 eV. For the electronic energy, the calculation gives -71840.935 eV. The calculation puts the relative energy (zero: lowest compared OMol25 entry of this formula, charge and spin) at 21.8 kcal/mol.


(3)
Formula: C5H11IN
Source: the OMol25 dataset
Level of theory: ωB97M-V/def2-TZVPD

Structure (ORCA input):
```
! wB97M-V def2-TZVPD RIJCOSX def2/J DEFGRID3
* xyz 1 1
C 0.903 0.509 -0.629
C 0.283 -0.256 0.715
C -0.155 -0.576 -0.607
C 0.500 1.965 -0.634
C 0.975 -1.065 1.738
N -0.885 -1.174 -1.451
I -3.573 -0.479 -0.090
H 1.867 0.348 -1.068
H -0.299 0.536 1.216
H 0.155 2.215 0.354
H -0.295 2.073 -1.423
H 1.264 2.693 -0.760
H 1.115 -2.173 1.509
H 0.385 -1.236 2.673
H 2.055 -0.744 1.922
H -0.498 -1.329 -2.447
H -2.041 0.483 -0.004
H -1.755 -1.788 -1.013
*
```

The HOMO energy is -13.943 eV. Its orbital gap is 9.01 eV. For the electronic energy, the calculation gives -14943.728 eV. The calculation puts the relative energy (zero: lowest compared OMol25 entry of this formula, charge and spin) at 82.0 kcal/mol.


(4)
Formula: C33H59LiN3O7
Source: the OMol25 dataset
Level of theory: ωB97M-V/def2-TZVPD

Structure (ORCA input):
```
! wB97M-V def2-TZVPD RIJCOSX def2/J DEFGRID3
* xyz -1 1
Li -1.609 0.383 0.158
C -3.639 0.442 0.259
C -4.134 -0.423 1.314
C -4.590 -1.838 0.986
O -4.742 -2.721 1.870
C -4.875 -2.221 -0.321
C -4.245 -1.411 -1.380
C -3.407 -0.257 -0.993
O -2.421 0.128 -1.641
O -4.374 -1.736 -2.544
O -4.110 -0.024 2.480
H -4.010 1.450 0.244
H -5.828 -2.637 -0.506
C 1.013 -3.742 -3.748
C 0.929 -2.542 -2.896
C 1.645 -2.418 -1.575
C 3.180 -2.325 -1.900
C 3.333 -1.139 -2.768
C 2.664 -1.147 -4.043
N 1.201 -1.365 -3.697
O 0.434 -0.105 -3.347
C 3.277 -2.227 -4.994
C 2.765 0.124 -4.798
C -0.577 -2.390 -2.514
H 0.578 -4.503 -3.133
H 1.939 -4.098 -4.220
H 0.207 -3.692 -4.526
H 1.290 -3.279 -1.037
H 1.216 -1.466 -1.148
H 3.466 -3.364 -2.232
H 3.553 -2.208 -0.914
H 4.309 -1.125 -3.087
H 3.141 -0.239 -2.100
H -0.538 -0.267 -3.336
H 3.998 -1.929 -5.700
H 2.479 -2.564 -5.710
H 3.781 -2.994 -4.361
H 2.488 0.986 -4.254
H 2.196 0.080 -5.698
H 3.830 0.313 -5.045
H -0.882 -3.153 -1.714
H -1.360 -2.591 -3.255
H -0.868 -1.548 -1.855
C -0.075 5.751 -0.791
C 0.968 5.080 -0.030
C 0.869 5.146 1.415
C -0.332 4.289 1.857
C -0.168 2.845 1.502
C 0.055 2.602 0.098
N 0.995 3.581 -0.458
O 1.152 3.349 -1.846
C -1.247 2.796 -0.759
C 0.751 1.256 -0.053
C 2.278 5.695 -0.535
H -1.075 5.863 -0.214
H -0.308 5.309 -1.727
H 0.254 6.758 -1.136
H 0.955 6.111 1.742
H 1.758 4.739 1.867
H -1.266 4.805 1.573
H -0.104 4.445 2.915
H -1.021 2.253 1.877
H 0.729 2.511 1.965
H 0.818 2.507 -1.969
H -1.155 2.198 -1.710
H -1.484 3.754 -1.087
H -2.075 2.414 -0.196
H 1.919 1.451 -0.094
H 0.449 0.747 -0.978
H 0.822 0.584 0.720
H 2.284 6.696 -0.203
H 2.441 5.653 -1.588
H 3.293 5.339 -0.295
C 0.716 -3.082 2.277
C -0.568 -2.306 2.177
C -1.803 -2.708 2.858
C -1.570 -2.640 4.403
C -1.294 -1.239 4.853
C -0.198 -0.694 4.058
N -0.245 -0.977 2.581
O -1.307 -0.152 2.091
C 1.119 -1.178 4.777
C -0.056 0.823 4.226
C -0.944 -2.398 0.691
H 0.556 -4.005 1.829
H 1.056 -3.274 3.268
H 1.441 -2.528 1.658
H -2.072 -3.642 2.397
H -2.666 -2.201 2.520
H -0.799 -3.421 4.657
H -2.524 -2.926 4.874
H -1.001 -1.301 5.861
H -2.165 -0.616 4.606
H -2.155 -0.469 2.456
H 1.231 -0.889 5.799
H 1.936 -0.807 4.142
H 1.369 -2.178 4.880
H 0.695 1.100 3.534
H 0.204 1.117 5.205
H -1.023 1.337 4.056
H -0.180 -1.893 0.197
H -1.993 -2.099 0.445
H -0.941 -3.499 0.440
*
```

The HOMO energy is -3.825 eV. Its orbital gap is 6.11 eV. For the electronic energy, the calculation gives -54177.165 eV.